{"formula": "C32H48BF7IrN6O5P2S3", "method": "ωB97M-V with the def2-TZVPD basis set", "elements": ["Ir", "F", "C", "F", "F", "C", "C", "C", "C", "N", "C", "S", "H", "H", "H", "F", "B", "F", "F", "F", "C", "C", "C", "O", "P", "S", "S", "O", "C", "C", "C", "H", "H", "H", "H", "H", "H", "H", "H", "H", "H", "H", "H", "H", "H", "O", "P", "N", "C", "C", "C", "C", "N", "C", "C", "C", "C", "N", "C", "C", "C", "C", "H", "H", "H", "H", "H", "H", "H", "H", "H", "H", "H", "H", "H", "H", "H", "H", "H", "H", "H", "H", "H", "H", "H", "H", "O", "C", "N", "C", "O", "C", "C", "C", "C", "C", "C", "H", "H", "H", "H", "N", "H", "H", "H"], "positions_angstrom": [[-0.27249, 1.61903, 0.63708], [-1.61055, 5.77336, -2.32237], [-2.52100, 5.78470, -1.33899], [-3.57925, 5.07652, -1.76644], [-2.92821, 7.05536, -1.18481], [-1.96694, 5.22845, -0.05719], [-1.92335, 5.98130, 1.09668], [-1.40331, 5.44006, 2.27070], [-0.93179, 4.14899, 2.25414], [-0.98702, 3.42277, 1.13230], [-1.48696, 3.91373, -0.02262], [-1.39483, 2.68369, -1.22509], [-2.29249, 6.99743, 1.08247], [-1.35707, 6.01641, 3.18187], [-0.49863, 3.67008, 3.12021], [-1.92030, -2.26614, 4.52971], [-2.10120, -1.38871, 3.48561], [-1.05284, -1.49929, 2.53230], [-2.08194, -0.03150, 3.96593], [-3.31636, -1.58335, 2.81168], [1.05988, -0.10461, 5.96196], [2.14103, 0.93554, 5.75266], [1.65334, 2.35820, 5.92694], [2.78065, 0.69321, 4.45721], [2.65094, 1.36014, 3.03567], [3.14391, 3.19638, 2.80258], [0.56689, 1.23528, 2.70122], [3.45609, 0.37723, 2.12830], [3.56930, -1.09349, 2.21725], [2.23436, -1.75648, 2.46190], [4.63558, -1.46397, 3.22659], [0.68188, -0.02670, 6.98252], [1.45797, -1.10990, 5.82446], [0.22036, 0.03080, 5.27956], [2.96050, 0.75531, 6.44961], [0.82263, 2.57639, 5.25456], [2.44774, 3.08010, 5.74797], [1.29640, 2.47058, 6.95130], [3.91789, -1.34417, 1.21658], [1.84859, -1.54548, 3.46027], [2.36143, -2.83743, 2.38029], [1.49647, -1.45162, 1.72441], [4.27750, -1.34339, 4.24715], [5.52597, -0.85088, 3.08745], [4.91107, -2.50890, 3.07590], [-1.04479, -0.28667, -1.04867], [-1.40202, -1.46166, -1.89647], [-1.09692, -1.20511, -3.51121], [-2.07289, -0.40579, -4.28604], [-1.22177, 0.46187, -5.22074], [0.11295, -0.27751, -5.29353], [0.27070, -0.78679, -3.87021], [-0.58451, -2.83076, -1.56993], [-0.00215, -3.80288, -2.49574], [-0.01434, -5.13898, -1.71952], [-0.80331, -4.85331, -0.43567], [-0.56325, -3.36693, -0.20656], [-3.00933, -1.76079, -1.71924], [-3.69618, -2.93556, -2.23890], [-4.94669, -2.35391, -2.90051], [-5.27617, -1.10059, -2.06538], [-4.00416, -0.80413, -1.23924], [-2.69861, 0.21475, -3.63864], [-2.73216, -1.07290, -4.84619], [-1.07096, 1.44805, -4.77703], [-1.69385, 0.60016, -6.19251], [0.94045, 0.36197, -5.59925], [0.05165, -1.11909, -5.98718], [0.61638, 0.02263, -3.21352], [0.96815, -1.61865, -3.77892], [1.02461, -3.52416, -2.74581], [-0.58018, -3.84068, -3.41981], [1.00745, -5.43148, -1.47601], [-0.45453, -5.94420, -2.30702], [-0.47899, -5.46412, 0.40595], [-1.86933, -5.03143, -0.59169], [0.41287, -3.18453, 0.25022], [-1.31646, -2.89022, 0.41868], [-3.96862, -3.61030, -1.41883], [-3.05809, -3.48528, -2.93145], [-5.76878, -3.06828, -2.92724], [-4.71748, -2.07314, -3.92894], [-6.12390, -1.27553, -1.40394], [-5.53546, -0.25954, -2.70759], [-4.19988, -0.96798, -0.17380], [-3.64033, 0.21618, -1.36445], [1.41811, 2.54948, -0.15754], [2.06445, 1.53800, -0.54705], [1.58747, 0.34022, -0.25797], [2.39985, -0.61428, -0.87042], [2.25897, -1.81269, -0.84804], [3.51132, 0.13393, -1.57578], [4.57925, -0.31516, -2.31715], [5.44454, 0.64837, -2.83787], [5.23275, 2.00419, -2.61382], [4.14556, 2.45058, -1.86254], [3.30153, 1.48756, -1.35710], [4.73796, -1.37258, -2.48438], [6.29817, 0.33769, -3.42629], [5.92570, 2.72387, -3.02954], [3.97559, 3.50318, -1.68060], [-2.04911, 0.78573, 1.28476], [-2.84005, 1.31558, 0.92959], [-2.14233, 0.67986, 2.29885], [-2.10071, -0.15128, 0.88790]], "atomic_forces_ev_per_a": [[0.7, 0.9, 0.0], [0.0, 0.0, 0.0], [0.0, 0.0, 0.0], [0.0, 0.0, 0.0], [0.0, 0.0, 0.0], [0.0, 0.0, 0.0], [0.0, 0.0, 0.0], [0.0, 0.0, 0.0], [0.0, 0.0, 0.0], [-0.2, -0.1, 0.0], [-0.1, 0.0, 0.0], [0.0, -0.2, 0.0], [0.0, 0.0, 0.0], [0.0, 0.0, 0.0], [0.0, 0.0, 0.0], [0.0, 0.0, 0.0], [-0.1, 0.0, -0.1], [0.1, 0.0, 0.1], [0.0, 0.0, 0.0], [0.0, 0.0, 0.0], [0.0, 0.0, 0.0], [0.0, 0.0, 0.1], [0.0, 0.0, 0.0], [0.0, 0.0, -0.1], [-0.1, -0.2, 0.1], [-0.1, 0.1, 0.0], [0.1, -0.1, 0.1], [0.0, 0.0, 0.0], [0.0, 0.0, 0.0], [0.0, 0.0, 0.1], [0.0, 0.0, 0.0], [0.0, 0.0, 0.0], [0.0, 0.0, 0.0], [0.0, 0.0, 0.0], [0.0, 0.0, 0.0], [0.0, 0.0, 0.0], [0.0, 0.0, 0.0], [0.0, 0.0, 0.0], [0.0, 0.0, 0.0], [0.0, 0.0, 0.0], [0.0, 0.0, 0.0], [-0.1, 0.0, 0.0], [0.0, 0.0, 0.0], [0.0, 0.0, 0.0], [0.0, 0.0, 0.0], [-0.4, -0.3, 0.0], [0.1, 0.3, 0.1], [0.0, -0.1, -0.1], [0.0, 0.0, 0.0], [0.0, 0.0, 0.0], [0.0, 0.0, 0.0], [0.0, 0.0, 0.0], [0.0, -0.1, 0.0], [0.0, 0.0, 0.0], [0.0, 0.0, 0.0], [0.0, 0.0, 0.0], [0.0, 0.0, 0.0], [0.0, 0.0, -0.1], [0.0, 0.0, 0.0], [0.0, 0.0, 0.0], [0.0, 0.0, 0.0], [0.0, 0.0, 0.0], [0.0, 0.0, 0.0], [0.0, 0.0, 0.0], [0.0, 0.0, 0.0], [0.0, 0.0, 0.0], [0.0, 0.0, 0.0], [0.0, 0.0, 0.0], [0.0, 0.0, 0.0], [0.0, 0.0, 0.0], [0.0, 0.0, 0.0], [0.0, 0.0, 0.0], [0.0, 0.0, 0.0], [0.0, 0.0, 0.0], [0.0, 0.0, 0.0], [0.0, 0.0, 0.0], [0.0, 0.0, 0.0], [0.0, 0.0, 0.0], [0.0, 0.0, 0.0], [0.0, 0.0, 0.0], [0.0, 0.0, 0.0], [0.0, 0.0, 0.0], [0.0, 0.0, 0.0], [0.0, 0.0, 0.0], [0.0, 0.0, 0.0], [0.0, 0.0, 0.0], [0.2, 0.0, 0.1], [0.0, 0.0, 0.0], [-0.4, 0.0, 0.0], [-0.1, -0.1, -0.1], [0.0, 0.1, 0.0], [0.0, 0.0, 0.0], [0.0, 0.0, 0.0], [0.0, 0.0, 0.0], [0.0, 0.0, 0.0], [0.0, 0.0, 0.0], [0.0, 0.0, 0.0], [0.0, 0.0, 0.0], [0.0, 0.0, 0.0], [0.0, 0.0, 0.0], [0.0, 0.0, 0.0], [0.0, -0.1, -0.1], [0.0, 0.0, 0.0], [0.0, 0.0, 0.1], [0.0, 0.0, 0.0]], "mulliken_charge": [2.53, -0.22, 0.70, -0.23, -0.31, -0.08, -0.23, -0.98, 0.15, -0.40, 0.45, -0.65, 0.52, 0.46, 0.32, -0.34, 0.19, -0.05, -0.50, -0.37, -1.21, 0.48, -1.34, -0.33, 0.79, -0.37, -0.38, -0.32, 0.78, -0.11, -1.73, 0.53, 0.28, 0.16, 0.35, 0.20, 0.38, 0.50, 0.28, -0.22, 0.64, -0.48, 0.25, 0.39, 0.49, 0.55, -2.25, 0.15, -0.05, -0.77, -0.90, 0.08, 1.12, -0.73, -0.76, -0.75, 0.02, 0.50, -0.53, -0.57, -0.68, -0.20, 0.04, 0.27, 0.21, 0.45, 0.41, 0.34, -0.26, 0.05, 0.18, 0.48, 0.34, 0.40, 0.41, 0.20, -0.16, 0.17, 0.40, 0.20, 0.44, 0.16, 0.36, 0.26, 0.29, 0.05, -0.91, 0.12, 0.99, -1.01, -0.69, 0.68, -0.82, -0.67, -0.59, -0.54, 0.30, 0.53, 0.46, 0.44, 0.57, -0.12, 0.45, 0.27, -0.32], "charge": 0, "energy_ev": -126776.3842, "s_squared": 0.757, "de_lowest_ev": 1.2772, "spin_multiplicity": 2}

***

{"formula": "C14H35N4O4S", "method": "ωB97M-V with the def2-TZVPD basis set", "elements": ["C", "S", "C", "H", "H", "H", "H", "H", "H", "H", "C", "C", "O", "N", "C", "H", "H", "H", "H", "H", "H", "H", "C", "C", "O", "N", "C", "H", "H", "H", "H", "H", "H", "H", "C", "C", "O", "N", "C", "H", "H", "H", "H", "H", "H", "H", "C", "C", "O", "N", "C", "H", "H", "H", "H", "H", "H", "H"], "positions_angstrom": [[-5.10995, 0.49421, 0.34802], [-3.53137, 0.88810, -0.57946], [-2.81402, -0.71847, -1.27444], [-5.77194, -0.35051, -0.12603], [-4.83596, 0.19290, 1.46835], [-5.74789, 1.48256, 0.38725], [-2.67840, 1.47904, 0.36704], [-1.64997, -0.59882, -1.35596], [-3.06083, -1.62439, -0.54726], [-3.30657, -0.85021, -2.34251], [-0.78450, -2.68203, 3.35564], [-1.24043, -1.79154, 2.23332], [-2.38229, -1.33973, 2.17899], [-0.34125, -1.48732, 1.25318], [1.03197, -1.91432, 1.13828], [-1.60804, -2.83504, 4.05860], [-0.48160, -3.65576, 2.96128], [0.04490, -2.21330, 3.89198], [-0.72087, -0.88358, 0.53236], [1.66348, -1.02296, 1.11804], [1.14120, -2.45419, 0.19457], [1.33848, -2.55853, 1.96339], [3.90797, -4.78104, 4.56177], [3.45204, -3.89056, 3.43945], [2.31019, -3.43874, 3.38511], [4.35122, -3.58634, 2.45931], [5.72444, -4.01333, 2.34440], [3.08443, -4.93406, 5.26473], [4.21087, -5.75478, 4.16741], [4.73737, -4.31232, 5.09811], [3.97160, -2.98260, 1.73849], [6.35595, -3.12197, 2.32417], [5.83367, -4.55320, 1.40070], [6.03095, -4.65755, 3.16952], [-2.45055, 4.09566, -1.21424], [-2.22000, 5.26542, -2.13019], [-1.86308, 5.12205, -3.29766], [-2.41929, 6.51872, -1.62892], [-2.83417, 6.89211, -0.29861], [-2.25243, 3.16487, -1.75291], [-1.77188, 4.15079, -0.35879], [-3.49010, 4.08442, -0.87591], [-2.24452, 7.25456, -2.30434], [-3.76236, 7.46260, -0.38068], [-2.05758, 7.52850, 0.13251], [-2.99480, 6.02698, 0.34602], [-0.08335, 0.61823, -3.66561], [1.16592, 0.42033, -2.85282], [1.13335, 0.22598, -1.63953], [2.36474, 0.46151, -3.50311], [2.61066, 0.67546, -4.90846], [-0.95801, 0.55924, -3.01194], [-0.07058, 1.60452, -4.13729], [-0.16493, -0.16560, -4.42338], [3.15994, 0.31996, -2.89007], [3.14734, -0.19425, -5.29486], [3.24100, 1.56208, -5.01110], [1.68982, 0.81623, -5.47594]], "atomic_forces_ev_per_a": [[-1.0, 0.0, 2.2], [-0.6, -0.4, -0.4], [0.4, -1.3, 0.3], [1.8, 1.6, 0.5], [-0.5, 0.5, -2.6], [1.5, -1.9, -0.3], [-0.7, -1.3, -0.5], [-2.3, 0.0, 0.1], [0.5, 2.1, -1.5], [1.0, 0.5, 2.4], [-0.2, 0.0, 0.2], [0.4, 0.1, -0.4], [-0.4, 0.3, -0.3], [-1.0, 0.0, 0.5], [0.1, 0.1, -0.3], [0.1, 0.1, -0.3], [0.2, 0.2, 0.2], [0.1, -0.3, -0.2], [0.3, -0.1, 0.3], [0.2, -0.2, 0.0], [0.2, 0.0, 0.0], [-0.2, 0.2, -0.2], [-0.1, -0.1, 0.2], [-0.1, 0.3, -0.4], [0.4, -0.3, 0.3], [-0.8, -0.1, 0.6], [0.1, 0.2, -0.4], [0.1, 0.1, -0.3], [0.1, 0.1, 0.1], [0.0, -0.2, -0.1], [0.2, -0.2, 0.2], [0.2, -0.2, 0.0], [0.3, -0.1, 0.1], [-0.2, 0.1, -0.1], [0.0, -0.4, 0.1], [0.3, 0.8, -1.1], [-0.2, -0.2, 0.8], [0.1, -0.8, -0.4], [0.0, 0.5, -0.1], [0.0, 0.4, -0.1], [-0.2, 0.0, 0.1], [0.1, 0.0, 0.1], [0.0, -0.2, 0.2], [0.0, 0.0, 0.3], [-0.2, -0.1, 0.3], [0.1, 0.1, -0.2], [-0.2, 0.0, -0.1], [0.8, -0.1, 0.2], [-0.4, -0.1, -0.1], [-0.9, -0.1, 0.7], [0.4, 0.0, 0.0], [0.3, 0.1, -0.1], [-0.1, -0.2, -0.1], [0.0, 0.2, -0.1], [-0.2, 0.1, -0.2], [-0.1, 0.2, -0.3], [-0.1, -0.1, -0.3], [0.2, 0.0, 0.2]], "mulliken_charge": [-0.85, 0.29, -0.49, 0.35, 0.31, 0.36, 0.33, -0.16, 0.34, 0.43, -1.30, 0.86, -0.65, 0.14, -0.44, 0.32, 0.33, 0.34, -0.08, 0.25, 0.25, 0.07, -1.40, 0.84, -0.64, -0.12, -0.90, 0.29, 0.37, 0.38, 0.17, 0.30, 0.29, 0.35, -0.70, 0.46, -0.66, -0.16, -0.77, -0.03, 0.43, 0.36, 0.24, 0.28, 0.28, 0.30, -0.81, 0.81, -0.64, -0.18, -0.84, -0.27, 0.43, 0.38, 0.25, 0.28, 0.29, 0.33], "charge": 1, "energy_ev": -40064.7403, "de_lowest_ev": 1.8797}

***

The following largest force on an atom values (in eV Å⁻¹) correspond, in order, to the records above: 1.17; 2.68.